{
  "formula": "C2H3N2OP",
  "method": "ωB97M-V with the def2-TZVPD basis set",
  "symbols": ["C", "C", "N", "N", "O", "P", "H", "H", "H"],
  "positions_angstrom": [[0.996, 0.598, 0.011], [0.538, -0.231, 1.075], [0.464, 0.482, -1.133], [-0.640, -0.246, -1.194], [0.903, -0.402, 2.186], [-1.290, -0.989, 0.297], [1.869, 1.301, -0.007], [-1.010, -0.656, -2.035], [-1.829, 0.144, 0.800]],
  "total_charge": 0,
  "de_lowest_kj_mol": 154.4,
  "smiles": "O=c1cn[nH][pH]1",
  "energy_ha": -604.04299,
  "lumo_energy_ha": 0.000
}